{"formula": "C28H77ClF3NO18SSi", "method": "the ωB97M-V functional and the def2-TZVPD basis", "symbols": ["C", "Si", "C", "C", "C", "C", "F", "F", "N", "C", "C", "O", "Cl", "S", "O", "O", "F", "C", "C", "C", "C", "C", "C", "H", "H", "H", "H", "H", "H", "H", "H", "H", "H", "H", "H", "H", "H", "H", "H", "H", "C", "O", "H", "H", "H", "H", "C", "O", "H", "H", "H", "H", "C", "O", "H", "H", "H", "H", "C", "O", "H", "H", "H", "H", "C", "O", "H", "H", "H", "H", "C", "O", "H", "H", "H", "H", "C", "O", "H", "H", "H", "H", "C", "O", "H", "H", "H", "H", "C", "O", "H", "H", "H", "H", "C", "O", "H", "H", "H", "H", "C", "O", "H", "H", "H", "H", "C", "O", "H", "H", "H", "H", "C", "O", "H", "H", "H", "H", "C", "O", "H", "H", "H", "H", "C", "O", "H", "H", "H", "H"], "positions_angstrom": [[-3.650652, 0.360380, 0.655426], [-3.008509, 1.009313, -0.964101], [-4.307289, 0.629818, -2.274608], [-2.789641, 2.893964, -0.933771], [-1.461630, 3.367631, -0.326477], [-1.465649, 3.365192, 1.190878], [-2.685762, 3.609769, 1.711428], [-1.087165, 2.126067, 1.638386], [-0.509036, 4.267634, 1.870128], [0.879626, 3.931672, 1.539649], [1.666048, 3.249223, 2.647990], [2.757729, 2.813657, 2.456099], [0.887019, 3.092327, 4.200945], [-0.820729, 5.873632, 1.979989], [0.325108, 6.476382, 2.561290], [-2.136768, 6.087719, 2.447513], [-0.850240, 6.326514, 0.470672], [-1.349912, 0.257275, -1.398902], [-0.923400, 0.165510, -2.735713], [0.311877, -0.398955, -3.063493], [1.149013, -0.852815, -2.046070], [0.753575, -0.760135, -0.712832], [-0.494364, -0.226454, -0.395057], [-2.874478, 0.154615, 1.393772], [-4.246295, -0.533333, 0.483909], [-4.309559, 1.121015, 1.090924], [-3.998164, -0.173241, -2.947962], [-5.240885, 0.330143, -1.791188], [-4.516629, 1.505807, -2.895249], [-3.639579, 3.389648, -0.463577], [-2.788295, 3.225784, -1.978334], [-0.672004, 2.673108, -0.632540], [-1.178742, 4.349990, -0.706654], [0.909256, 3.232141, 0.704014], [1.456872, 4.814559, 1.267561], [-1.587184, 0.507833, -3.525450], [0.593437, -0.492637, -4.104450], [2.103848, -1.299972, -2.297367], [1.422374, -1.117904, 0.055661], [-0.816618, -0.193615, 0.640088], [-3.111994, -3.811787, 0.767260], [-2.902444, -2.654162, -0.026253], [-3.690581, -3.499668, 1.634571], [-3.672994, -4.582028, 0.227390], [-2.167822, -4.234706, 1.119728], [-2.377288, -2.904540, -0.794684], [4.984711, 3.448298, 5.591934], [4.856608, 3.878660, 4.241372], [5.943158, 3.802287, 5.964433], [4.191170, 3.852540, 6.227788], [4.969490, 2.357764, 5.645540], [4.033114, 3.508240, 3.910129], [0.435413, -2.343406, 3.103502], [-0.857240, -1.760551, 2.919033], [0.715866, -2.839195, 2.181058], [1.184774, -1.582288, 3.325769], [0.415787, -3.082795, 3.910532], [-1.105944, -1.317553, 3.734200], [6.008178, 0.975423, 2.773267], [5.149994, 0.566920, 3.838187], [6.969723, 0.502520, 2.954829], [5.629520, 0.638683, 1.804347], [6.143069, 2.058350, 2.753464], [4.291080, 0.976229, 3.694112], [4.068071, 1.143111, -3.412436], [3.008581, 0.661459, -4.229209], [3.874876, 0.783111, -2.403886], [5.039369, 0.763297, -3.740758], [4.100727, 2.235793, -3.393111], [3.155473, 0.968235, -5.128043], [2.327963, -5.796886, 3.242931], [2.551728, -4.749207, 2.308670], [1.836686, -5.352248, 4.105127], [1.676786, -6.574083, 2.833898], [3.265077, -6.253460, 3.572753], [2.986493, -5.118920, 1.535526], [-6.905913, -2.354132, 0.267137], [-6.851191, -0.934190, 0.287113], [-5.888635, -2.701784, 0.096603], [-7.260901, -2.760941, 1.217796], [-7.545695, -2.725876, -0.538943], [-7.736499, -0.591915, 0.436210], [6.838554, -3.090739, 3.530851], [7.447566, -1.844713, 3.831511], [7.626744, -3.757588, 3.187943], [6.364445, -3.534569, 4.410636], [6.090351, -2.995726, 2.737454], [6.753126, -1.250978, 4.140306], [-5.096714, 6.104836, 0.108360], [-4.365175, 5.941631, -1.107685], [-6.125081, 5.807741, -0.079362], [-4.685564, 5.481749, 0.905759], [-5.087057, 7.148637, 0.429183], [-3.458827, 6.206376, -0.919742], [-2.383921, -3.256583, -3.791853], [-1.262208, -3.514717, -2.942390], [-2.831364, -4.214180, -4.044766], [-3.124608, -2.639459, -3.287581], [-2.072961, -2.754600, -4.711105], [-0.890749, -2.650178, -2.728843], [4.040635, -1.087015, 2.344444], [3.045699, -1.439648, 1.401126], [3.729502, -0.151436, 2.805282], [4.144844, -1.844952, 3.126804], [5.016015, -0.932523, 1.872133], [3.302913, -2.262046, 0.965099], [-3.694303, 6.915874, -4.916605], [-2.760432, 6.897321, -3.846272], [-3.124955, 7.053271, -5.833026], [-4.249045, 5.976367, -4.985502], [-4.405187, 7.740691, -4.819625], [-3.257115, 6.775585, -3.031253], [-6.310293, -2.309523, -5.308733], [-5.310638, -2.170343, -4.306540], [-5.798143, -2.312175, -6.267844], [-6.861086, -3.248094, -5.204269], [-7.017837, -1.476522, -5.293179], [-5.747528, -2.159624, -3.449690], [1.573042, -5.750588, -2.505454], [1.831249, -4.382295, -2.774606], [2.509440, -6.289679, -2.644093], [1.225465, -5.906444, -1.478933], [0.828884, -6.164976, -3.190321], [0.996310, -3.913507, -2.658736], [5.818205, -3.356710, -0.428066], [4.409084, -3.494910, -0.271928], [6.117772, -2.486516, 0.151015], [6.354376, -4.230513, -0.050118], [6.086744, -3.192128, -1.473572], [4.112767, -4.239597, -0.803505]], "forces_ev_per_a": [[-0.0196, 0.3812, 0.3285], [-0.4866, -0.1822, -0.0265], [0.1000, 0.1408, -0.1412], [0.2970, -0.0979, -0.1484], [-0.0607, -0.0278, -0.1457], [-0.1276, -0.2209, 0.5919], [0.2344, -0.0654, -0.1587], [-0.1991, 0.1626, -0.0315], [0.2310, 0.2474, -0.8833], [0.0482, -0.0889, 0.2650], [-0.0294, -0.2364, -0.1544], [-0.0583, 0.0798, 0.0632], [-0.0196, 0.0769, 0.1079], [-0.1399, -0.1481, 0.7807], [-0.2538, -0.0656, -0.3030], [0.1865, 0.0620, -0.1063], [0.1627, 0.0658, -0.0808], [0.2878, -0.1902, -0.1271], [0.0721, -0.2205, 0.3047], [-0.4377, 0.0654, 0.1581], [-0.1321, -0.0197, -0.0714], [-0.1629, -0.0404, -0.2990], [-0.0068, 0.0977, -0.2721], [-0.0294, -0.1314, -0.0559], [0.1089, -0.0603, 0.0571], [-0.0315, -0.0730, -0.0293], [-0.0324, -0.0279, 0.0464], [0.0376, -0.0034, 0.0064], [-0.0171, -0.0437, -0.0020], [0.0039, 0.0060, -0.0379], [-0.0352, -0.0529, 0.0523], [0.0126, 0.1339, 0.0104], [-0.0950, 0.0500, 0.1698], [0.0383, 0.0868, -0.0168], [-0.0285, -0.0106, -0.0295], [0.0948, -0.0017, -0.0276], [0.1511, 0.0434, 0.0772], [0.0077, 0.0439, 0.0035], [-0.0735, 0.0590, 0.1305], [0.1020, -0.1020, -0.0377], [0.0697, 0.1093, -0.0384], [-0.1045, -0.1098, -0.1427], [0.0045, -0.0040, 0.0266], [0.0085, -0.0103, 0.0037], [-0.0056, -0.0112, 0.0215], [0.0765, -0.0424, -0.0218], [-0.0176, -0.0750, -0.0761], [-0.0391, 0.0312, 0.2212], [0.0134, 0.0276, -0.0220], [0.0133, 0.0401, -0.0130], [0.0639, -0.0111, 0.1262], [0.0572, 0.0349, -0.1806], [-0.2529, 0.1212, 0.1655], [0.0667, -0.0440, -0.0675], [-0.0164, 0.0147, -0.0354], [0.0676, -0.0369, -0.0346], [0.0519, -0.0266, -0.0255], [-0.0078, 0.0149, 0.0044], [0.2306, 0.5072, 0.1580], [1.0387, 0.7401, 0.5772], [0.0527, 0.0022, -0.0810], [0.1542, 0.3675, 0.0964], [-0.0466, 0.0048, 0.0808], [0.2529, 0.3238, 0.2797], [-0.0749, -0.0305, -0.0259], [0.1078, 0.0441, -0.0516], [0.0031, 0.0041, 0.0139], [0.0058, -0.0067, 0.0160], [0.0028, 0.0017, 0.0161], [0.0043, -0.0040, -0.0027], [0.0192, 0.0618, -0.0873], [0.0006, -0.0783, 0.0511], [-0.0082, -0.0017, 0.0168], [-0.0120, -0.0082, 0.0167], [-0.0009, -0.0061, 0.0210], [0.0645, 0.0882, -0.0242], [0.0406, 0.0751, 0.0022], [-0.0408, -0.0163, -0.0673], [0.0177, -0.0143, 0.0016], [0.0108, -0.0153, -0.0038], [-0.0016, -0.0163, -0.0013], [-0.0042, -0.0071, 0.0172], [0.0353, 0.0310, -0.0456], [-0.1665, -0.0121, 0.0124], [0.0229, -0.0241, 0.0044], [-0.0105, -0.0195, -0.0018], [0.0376, -0.0615, 0.0367], [-0.0020, 0.0194, 0.0376], [0.0595, 0.0845, -0.0054], [0.1060, 0.0930, 0.0073], [0.0087, -0.0331, -0.0844], [-0.0100, 0.0006, 0.0060], [-0.0385, -0.0101, 0.0595], [0.0304, -0.0849, 0.0565], [0.1426, -0.0206, 0.0299], [-0.0157, 0.1330, 0.1967], [-0.0119, -0.0127, 0.0133], [-0.0577, 0.0071, -0.0096], [-0.0337, -0.0131, -0.0148], [0.1332, 0.1628, 0.0400], [-0.7787, -0.5189, -0.4530], [0.1052, -0.1318, -0.1323], [-0.4764, -0.9038, -0.7584], [-0.0920, 0.0567, 0.0773], [-0.3416, -0.3640, 0.0638], [0.0870, -0.0533, -0.0464], [0.0495, -0.0159, 0.0682], [-0.0262, 0.0009, 0.0292], [-0.0024, 0.0010, -0.0173], [-0.0045, -0.0012, -0.0137], [-0.0033, 0.0053, -0.0158], [-0.1285, -0.0324, -0.0252], [0.0621, 0.0232, 0.0729], [-0.1605, -0.0624, -0.0735], [-0.0042, -0.0019, -0.0184], [-0.0035, -0.0055, -0.0184], [-0.0015, 0.0053, -0.0158], [0.0564, 0.0627, 0.0411], [-0.0074, 0.0426, -0.0361], [-0.0004, -0.0783, 0.1938], [0.0004, -0.0231, -0.0113], [0.0035, -0.0086, 0.0022], [0.0027, -0.0136, 0.0020], [-0.0037, 0.0261, -0.1392], [-0.0687, 0.0132, -0.0101], [0.0322, -0.1576, 0.1465], [0.0206, 0.0120, 0.0113], [0.0133, 0.0078, 0.0121], [0.0086, 0.0105, -0.0005], [-0.1341, 0.1349, -0.1727]], "mulliken_charge": [-0.534, -0.115, -1.211, -0.863, -0.580, 0.159, -0.368, -0.164, 0.324, -0.667, 0.575, -0.584, -0.182, 1.214, -0.624, -0.557, -0.229, 0.630, -0.454, -1.623, -0.459, -0.534, 0.617, 0.144, -0.131, 0.437, 0.229, 0.262, 0.418, 0.403, 0.407, 0.210, 0.692, 0.227, 0.714, 0.457, 0.361, 1.135, 0.421, 0.140, -0.881, -0.008, 0.259, 0.316, 0.272, 0.111, -0.521, -0.502, 0.240, 0.248, 0.204, 0.296, -0.369, -0.438, 0.061, 0.178, 0.321, 0.236, -0.703, -0.498, 0.419, 0.313, 0.306, 0.245, -0.426, -0.430, 0.075, 0.286, 0.281, 0.264, -0.700, -0.273, 0.203, 0.306, 0.284, 0.209, -0.371, -0.432, -0.006, 0.283, 0.290, 0.269, -0.200, -0.526, 0.306, 0.270, -0.137, 0.306, -0.560, -0.441, 0.253, 0.168, 0.283, 0.264, -0.474, -0.470, 0.305, 0.087, 0.308, 0.158, -0.478, -0.174, -0.010, 0.267, 0.073, -0.023, -0.565, -0.486, 0.240, 0.242, 0.257, 0.331, -0.656, -0.344, 0.228, 0.278, 0.261, 0.199, -0.701, -0.464, 0.286, 0.236, 0.307, 0.325, -0.691, -0.317, 0.192, 0.298, 0.295, 0.181], "mol_weight_g_mol": 868.51, "orbital_gap_ev": 9.23, "total_charge": 0, "e_homo_ev": -8.94, "de_lowest_kj_mol": 0.0}